[1]
Formula: C27H30N4O4
Source: the Open Molecules 2025 dataset
Level of theory: wB97M-V/def2-TZVPD

Positions of all 65 atoms, in Å:
C 4.532823 1.664957 -4.117277
C 3.577863 1.425415 -2.988835
C 3.400665 2.366681 -1.984416
C 2.523650 2.120956 -0.944306
C 1.813672 0.930277 -0.894788
N 0.949463 0.677237 0.212468
C -0.271070 1.234836 0.329656
O -0.965840 1.144274 1.322184
C -0.790100 1.952372 -0.925678
N -2.219011 1.778620 -1.013328
C -2.703940 0.540223 -1.274936
O -1.992174 -0.384664 -1.637741
C -4.157616 0.410726 -1.139808
C -4.978740 -0.652585 -1.419386
C -6.284860 -0.238694 -1.085685
C -6.166399 1.039580 -0.627485
O -4.891206 1.442760 -0.656223
C 1.605202 0.044601 1.359203
C 0.635066 -0.777350 2.239642
O 0.712678 -0.764517 3.447417
N -0.163708 -1.599888 1.539011
C -1.179025 -2.409030 2.181151
C -1.000286 -3.887470 1.828371
C -1.614834 -4.018908 0.432322
C -2.694636 -2.922958 0.345621
C -2.567520 -2.084907 1.627358
C 2.340557 1.080710 2.171765
C 1.649914 1.984312 2.970618
C 2.377656 2.942350 3.658797
N 3.693668 3.052517 3.590395
C 4.347197 2.188864 2.833681
C 3.724389 1.186625 2.106986
C 1.971968 -0.034176 -1.893640
C 1.192060 -1.311480 -1.860567
C 2.856145 0.239309 -2.926366
H 5.405675 1.020938 -4.011700
H 4.869000 2.698251 -4.130576
H 4.063702 1.434240 -5.071815
H 3.950270 3.295573 -2.011137
H 2.387812 2.850229 -0.159007
H -0.334956 1.529185 -1.823551
H -0.554626 3.015926 -0.863844
H -2.809113 2.417965 -0.504020
H -4.673965 -1.598083 -1.816416
H -7.185385 -0.810514 -1.172574
H -6.893554 1.739467 -0.264791
H 2.333730 -0.668145 0.949840
H -0.270858 -1.470485 0.544676
H -1.089159 -2.216972 3.252562
H 0.045127 -4.190426 1.858854
H -1.554862 -4.490429 2.547455
H -2.032175 -5.012469 0.273863
H -0.852289 -3.857870 -0.330316
H -3.691618 -3.355037 0.267320
H -2.531990 -2.300515 -0.532697
H -2.673597 -1.017135 1.440017
H -3.321127 -2.379281 2.357738
H 0.577331 1.930287 3.056602
H 1.882983 3.663539 4.296213
H 5.422573 2.309837 2.806726
H 4.304430 0.506295 1.500532
H 1.393853 -1.903119 -2.749642
H 1.459652 -1.905312 -0.986537
H 0.122585 -1.103037 -1.820737
H 2.986883 -0.494478 -3.709220

Cartesian forces (eV/Å) of the 3 atoms listed first:
0.033 -0.033 0.007
-0.032 0.068 0.063
0.004 -0.031 -0.087

## Properties
- spin multiplicity = 1
- HOMO energy (eV) = -9.14
- SMILES string = Cc1ccc(N(C(=O)CNC(=O)c2ccco2)[C@H](C(=O)NC2CCCC2)c2ccncc2)c(C)c1

Results of the Mulliken charge analysis, in e, for atoms 1 through 6:
1 C -1.48
2 C 0.92
3 C -1.22
4 C -0.64
5 C -1.48
6 N 1.67

[2]
Formula: C27H30N4O5
Source: the Open Molecules 2025 dataset
Level of theory: wB97M-V/def2-TZVPD

Positions of all 66 atoms, in Å:
C -4.806990 -1.259946 -2.224382
H -4.086496 -2.008378 -2.833056
O -4.495584 -1.215347 -0.944395
C -3.360872 -1.065142 -0.457290
C -3.255575 -1.271178 0.805037
C -2.125307 -0.915676 1.608227
C -1.062708 -0.606785 0.943493
C -1.119082 -0.408984 -0.726331
C -2.362810 -0.681466 -1.303628
H -2.339716 -0.703390 -2.292787
H -0.297113 0.035839 -1.181993
N 0.186118 -0.144452 1.278088
C 0.646635 0.651763 2.015805
O 1.754487 1.024352 2.662588
C -0.437386 1.902695 2.196397
N -1.247169 2.197855 1.262571
C -2.495335 2.010395 1.169309
O -3.241304 1.923115 2.191967
C -3.015884 2.461271 -0.280463
C -4.463926 2.348688 -0.486039
C -4.485136 2.471542 -2.094674
C -3.250765 2.715499 -2.210976
O -2.334400 2.663645 -1.242273
H -2.730406 2.827850 -3.146384
H -5.294897 2.667469 -2.891761
H -5.189372 2.173311 0.033238
H -0.662967 2.190747 0.273477
H 0.140401 2.964552 2.665343
H -1.235092 1.572540 3.193216
C 1.426691 -1.207178 1.169028
C 0.885677 -2.332170 0.432328
C 1.058955 -2.812019 -0.971348
C 0.571326 -3.928250 -1.299346
N -0.204734 -4.916765 -0.602589
C -0.413674 -4.532077 0.689690
C 0.168362 -3.113697 1.304249
H -0.034980 -3.090592 2.134627
H -0.975844 -5.144398 1.526443
H 0.666554 -4.226823 -2.332238
H 1.545192 -2.020774 -1.405115
H 1.940703 -1.478584 2.224709
C 2.268623 -0.349128 0.448080
O 1.956491 0.103185 -0.776926
N 3.622502 -0.628393 0.679336
H 3.710464 -0.761152 1.519213
C 4.943248 0.173437 0.040619
C 4.656384 1.642079 0.174083
C 5.915313 2.332538 -0.406328
C 6.049143 2.144732 -1.993961
C 6.085796 0.607828 -1.926557
C 5.032439 -0.137994 -1.448072
H 5.178575 -1.224737 -1.498831
H 4.303832 0.124681 -2.076216
H 6.429593 0.159637 -2.917286
H 7.229590 0.190171 -1.301654
H 6.942589 2.660048 -2.080194
H 5.136943 2.277443 -2.565441
H 5.540375 3.563674 -0.341821
H 6.696769 2.343931 0.175108
H 4.550948 2.029236 1.462145
H 3.744731 1.933424 -0.528008
H 5.724257 -0.039238 0.728018
H -1.928511 -0.870793 2.565895
H -4.296668 -1.378773 1.652349
H -4.630135 -0.372925 -2.673842
H -5.869214 -1.575007 -2.424606

Cartesian forces (eV/Å) of the 3 atoms listed first:
0.114 -4.304 -3.880
-1.594 1.125 1.216
-6.729 -1.386 1.247

## Properties
- spin multiplicity = 1
- HOMO energy (eV) = -8.26

Results of the Mulliken charge analysis, in e, for atoms 1 through 6:
1 C -0.85
2 H 0.28
3 O -0.41
4 C 0.64
5 C -0.36
6 C -1.07

[3]
Formula: C27H30N9O3S2Se2Ti
Source: the Open Molecules 2025 dataset
Level of theory: wB97M-V/def2-TZVPD

Positions of all 74 atoms, in Å:
Ti -0.043569 -0.739129 -0.281143
N -3.846200 -1.492719 1.799396
C -2.910590 -1.257335 0.865946
N -1.648647 -1.271309 1.115131
C -1.177619 -1.528442 2.414145
N 0.086749 -1.542523 2.606149
N 0.783383 -1.265812 1.448434
C 2.142843 -1.322373 1.556055
C 2.798321 -0.912368 0.416827
C 4.201567 -0.790249 0.223860
C 4.675601 -0.266018 -0.933634
C 3.775509 0.145807 -1.955208
C 2.444377 -0.004608 -1.756169
N 1.924636 -0.538207 -0.599800
C -2.151695 -1.722862 3.485656
C -1.796586 -1.917861 4.816417
C -2.769059 -2.087372 5.783662
C -4.116166 -2.060946 5.430243
C -4.486178 -1.864540 4.112575
C -3.505457 -1.696935 3.144053
H -4.813952 -1.405809 1.542262
H -3.255484 -1.044201 -0.138159
H 2.602854 -1.657000 2.473757
H 4.864603 -1.099365 1.021750
H 5.741553 -0.143165 -1.080843
H 4.131525 0.608938 -2.862303
H 1.732403 0.314271 -2.505193
H -0.743900 -1.932919 5.064795
H -2.486621 -2.240035 6.816820
H -4.880414 -2.191573 6.185128
H -5.532120 -1.840992 3.828567
O -2.780286 -4.391680 -2.821146
C -2.193469 -3.874896 -4.002328
C -1.357339 -2.594909 -3.815219
C -1.025951 -2.118826 -5.240710
O -0.119346 -1.039336 -5.332837
C -0.048037 -2.904651 -3.083813
Se -0.184449 -3.198302 -1.136410
C -2.225126 -1.567011 -3.088244
Se -1.318257 0.043363 -2.395764
H -2.136747 -4.284496 -2.096953
H -3.020598 -3.665833 -4.689121
H -1.554007 -4.632542 -4.476135
H -1.972264 -1.869691 -5.743599
H -0.571291 -2.947885 -5.792411
H -0.326774 -0.398758 -4.634393
H 0.660985 -2.094297 -3.229269
H 0.397193 -3.807844 -3.504060
H -2.696962 -2.042927 -2.234214
H -3.010826 -1.213387 -3.758409
N -2.645544 3.002860 -1.512556
C -3.927633 2.777572 -1.927265
C -4.492920 2.006006 -0.952300
N -3.577001 1.726301 0.032175
C -2.471106 2.315954 -0.357427
C -1.177875 2.319405 0.326399
N -0.346352 1.310940 0.520042
C 0.750797 1.832993 1.171884
C 0.579794 3.166454 1.353821
N -0.651358 3.449722 0.833092
H -1.887699 3.368945 -2.070251
H -4.313224 3.174456 -2.849353
H -5.506056 1.641834 -0.898898
H 1.605317 1.228344 1.424044
H 1.257032 3.925629 1.696118
H -1.052548 4.365841 0.735517
C 4.466563 3.209832 0.761456
O 3.225641 3.476000 0.124221
C 3.194570 3.597687 -1.237886
S 4.629746 3.580268 -2.105550
S 1.635512 3.745752 -1.878275
H 4.227276 3.102069 1.820737
H 5.174899 4.024489 0.609962
H 4.912528 2.290248 0.381215

Cartesian forces (eV/Å) of the 3 atoms listed first:
-0.349 -0.309 -0.363
-0.046 -0.017 0.127
-0.086 -0.019 0.126

## Properties
- spin multiplicity = 1
- HOMO energy (alpha / beta) (eV) = -3.47 / -3.82
- charge = -1

Results of the Mulliken charge analysis, in e, for atoms 1 through 6:
1 Ti 0.02
2 N 0.13
3 C -0.58
4 N 0.19
5 C 0.21
6 N -1.29

[4]
Formula: C27H30NO2
Source: the Open Molecules 2025 dataset
Level of theory: wB97M-V/def2-TZVPD

Positions of all 60 atoms, in Å:
C 4.375219 -2.091131 2.214237
O 3.609642 -0.879227 2.017118
C 2.251748 -0.990611 2.045369
C 1.479589 0.200487 1.948446
C 0.120960 0.119611 1.784786
C -0.445036 -1.145075 1.637106
C -1.835323 -1.427413 1.141196
O -2.607968 -1.987225 2.169431
C -3.997087 -1.614872 2.386697
C -1.857176 -2.280116 -0.039131
C -2.559750 -3.611026 0.078886
C -1.951247 -4.675887 -0.586345
C -0.813595 -4.166163 -1.317064
C -0.645803 -2.806296 -1.083303
C 0.317997 -2.041300 -1.735037
C 0.312123 -0.614589 -1.784590
C 1.529194 0.087694 -1.762496
C 1.542883 1.444738 -1.544241
C 0.301425 2.135296 -1.414468
C -0.935182 1.444082 -1.581326
C -0.895592 0.100697 -1.845360
C -2.249497 2.126598 -1.416976
C -2.131351 3.482369 -0.755854
C -0.923828 4.235557 -1.285404
N 0.297386 3.471006 -1.116735
C 1.518646 4.244788 -1.265386
C 2.715785 3.488271 -0.716367
C 2.850503 2.150274 -1.403912
C 0.230560 -2.273527 2.055896
C 1.580386 -2.233309 2.178795
H 5.407799 -1.742253 2.200984
H 4.170937 -2.570904 3.189793
H 4.204735 -2.785327 1.374529
H 2.001894 1.163011 1.980369
H -0.510863 1.011445 1.698879
H -2.273775 -0.434226 0.879833
H -4.526454 -2.576627 2.536648
H -4.107278 -1.064475 3.341206
H -4.489149 -1.052314 1.565026
H -2.405458 -1.506693 -0.604331
H -3.466434 -3.659555 0.715072
H -2.240611 -5.707582 -0.507338
H -0.095524 -4.761215 -1.878113
H 1.155930 -2.604625 -2.146231
H 2.458584 -0.466549 -1.876416
H -1.808505 -0.419106 -2.161080
H -2.920914 1.482351 -0.836613
H -2.714302 2.228559 -2.406107
H -3.031236 4.063961 -0.947019
H -2.035073 3.354629 0.324070
H -1.091100 4.456495 -2.358029
H -0.786882 5.185158 -0.752648
H 1.361422 5.191836 -0.731051
H 1.696114 4.476242 -2.337343
H 2.603563 3.346286 0.360605
H 3.608797 4.086548 -0.880057
H 3.552729 1.511528 -0.857426
H 3.288107 2.293279 -2.402520
H -0.322234 -3.220652 2.153699
H 2.129558 -3.172915 2.357643

Cartesian forces (eV/Å) of the 3 atoms listed first:
-0.081 0.551 -0.116
-0.256 -0.459 0.341
-0.618 -0.136 0.048

## Properties
- spin multiplicity = 1
- HOMO energy (eV) = -10.57
- charge = +1
- SMILES string = COc1ccc([C@H](OC)[C@@H]2C=CC=C2C=c2cc3c4c(c2)CCC[N+]=4CCC3)cc1

Results of the Mulliken charge analysis, in e, for atoms 1 through 6:
1 C -0.89
2 O -0.47
3 C 0.67
4 C -0.53
5 C 0.06
6 C -0.15